DFT (ωB97M-V/def2-TZVPD) results for C45H48F3IrN3Sb2 as an isolated structure.

Each line ends with the Löwdin spin population.
Positions of all 102 atoms, in Å:
Ir1 -0.331961 -0.598720 -0.132344  2.161
C1 2.031243 1.228500 -1.052878  0.010
C2 2.571920 0.322881 0.071601  0.010
N1 1.562187 0.044103 1.109552  0.131
C3 1.328905 1.126861 2.080794  0.010
C4 -0.134901 1.182773 2.472188  0.005
N2 -1.028312 1.126458 1.294633  0.088
C5 -1.141245 2.364511 0.493446  0.010
C6 0.047544 2.588179 -0.425825  0.009
N3 0.541878 1.336402 -1.061307  0.087
H1 2.353732 0.810970 -2.005640  0.000
H2 2.460737 2.226918 -0.983602  0.001
H3 3.473435 0.764710 0.500577  0.003
H4 2.853061 -0.636506 -0.359862  0.001
H5 1.850329 -0.782194 1.620385  0.000
H6 1.659211 2.070126 1.651781  0.000
H7 1.923225 0.969773 2.981561  0.003
H8 -0.320337 2.083528 3.063497  0.002
H9 -0.371451 0.315709 3.091549  -0.001
H10 -1.957068 0.929622 1.645212  0.002
H11 -1.262604 3.239246 1.136990  0.003
H12 -2.043030 2.266321 -0.108442  0.000
H13 0.867084 3.047434 0.117727  0.000
H14 -0.243850 3.304804 -1.193686  0.001
H15 0.234576 1.333420 -2.026607  0.003
F1 -7.700782 0.941219 3.240001  0.105
C7 -6.716109 0.398801 2.620787  0.215
C8 -6.897608 -0.002897 1.274006  0.050
C9 -5.838346 -0.575492 0.644942  0.071
C10 -4.565749 -0.713523 1.313457  0.345
C11 -4.443964 -0.353091 2.687669  0.048
C12 -5.492204 0.216021 3.343703  0.117
Sb1 -2.906905 -1.623272 0.242904  0.130
C13 -2.994910 -0.419607 -1.525668  0.028
C14 -2.365944 -0.851185 -2.703257  0.026
C15 -2.405652 -0.075628 -3.854502  0.000
C16 -3.080023 1.131797 -3.820634  0.011
F2 -3.129883 1.871289 -4.917381  0.004
C17 -3.710130 1.594341 -2.676189  0.006
C18 -3.663554 0.813698 -1.533491  0.016
C19 -4.040389 -3.329436 -0.246054  0.069
C20 -4.031551 -4.385748 0.673858  0.015
C21 -4.764504 -5.528451 0.414201  0.001
C22 -5.509969 -5.581848 -0.755305  0.016
F3 -6.208124 -6.675321 -1.013628  0.007
C23 -5.554868 -4.535478 -1.669227  0.007
C24 -4.816791 -3.396685 -1.407706  0.014
H16 -7.857192 0.146112 0.793178  0.000
H17 -5.955123 -0.921021 -0.375453  0.000
H18 -3.519624 -0.534894 3.224034  0.001
H19 -5.436560 0.522992 4.381685  0.002
H20 -1.853459 -1.803115 -2.749109  0.004
H21 -1.939701 -0.400845 -4.776683  0.000
H22 -4.235368 2.541149 -2.701384  0.000
H23 -4.169842 1.175072 -0.644177  0.003
H24 -3.441560 -4.328938 1.581831  0.002
H25 -4.773804 -6.371116 1.093145  0.000
H26 -6.166310 -4.630821 -2.557557  0.000
H27 -4.831508 -2.577800 -2.119121  0.001
C25 4.441857 -4.075103 0.216575  0.000
C26 3.962934 -3.508234 -1.099115  0.003
C27 4.884512 -3.442531 -2.147977  0.001
C28 4.572090 -2.894862 -3.381038  0.002
C29 3.299606 -2.389901 -3.614705  0.000
C30 2.364439 -2.448280 -2.600375  0.009
C31 2.684618 -3.012149 -1.355999  0.018
Sb2 0.935881 -3.087552 -0.153754  0.074
C32 1.405759 -3.491876 1.875867  0.005
C33 2.513607 -2.792141 2.372996  0.001
C34 2.895872 -2.910470 3.697863  0.000
C35 2.161369 -3.739216 4.537672  0.001
C36 1.067984 -4.431895 4.044166  0.000
C37 0.656714 -4.319553 2.712367  0.001
C38 -0.545875 -5.112447 2.258312  0.000
C39 -0.095614 -4.696239 -1.072373  0.015
C40 -1.312575 -4.408409 -1.683099  0.001
C41 -1.994537 -5.370918 -2.408158  0.000
C42 -1.442698 -6.637419 -2.526379  0.000
C43 -0.235072 -6.927888 -1.906014  0.001
C44 0.461454 -5.976291 -1.161851  0.002
C45 1.752998 -6.375941 -0.491961  0.001
H28 5.078072 -4.943186 0.044430  0.000
H29 3.636738 -4.373422 0.879608  0.000
H30 5.053420 -3.339323 0.745501  0.000
H31 5.880012 -3.835196 -1.975537  0.000
H32 5.321887 -2.861448 -4.161638  0.000
H33 3.039090 -1.971165 -4.578662  0.000
H34 1.359778 -2.072219 -2.791899  0.006
H35 3.139933 -2.210070 1.699020  0.000
H36 3.770572 -2.387452 4.066121  0.000
H37 2.448038 -3.850640 5.576618  0.000
H38 0.508970 -5.085527 4.705783  0.000
H39 -1.274657 -5.188170 3.067044  0.000
H40 -0.261275 -6.133453 1.991117  0.000
H41 -1.036371 -4.677852 1.387794  0.000
H42 -1.742411 -3.420256 -1.593916  0.000
H43 -2.937815 -5.130788 -2.884537  0.000
H44 -1.951489 -7.404236 -3.096413  0.000
H45 0.184362 -7.923838 -1.991679  0.000
H46 1.718746 -7.422712 -0.192462  0.000
H47 1.953379 -5.785478 0.401610  0.000
H48 2.598597 -6.260664 -1.173895  0.000

Forces on atoms 1 to 6 (eV/Å):
0.695 0.094 0.254
-0.001 -0.009 -0.002
-0.031 0.043 0.058
-0.014 -0.062 -0.178
-0.003 0.051 -0.077
0.015 0.029 0.034

**HOMO energy (alpha / beta)**: -14.846 / -15.680 eV
**Calculated total energy**: -2791.17329 a.u.
**Total charge**: +3
**Strongest force on any atom**: 0.015 Eh/bohr
**Spin multiplicity**: 5
**Frontier orbital gap (alpha / beta)**: 0.2463 / 0.1375 Eh

DFT (ωB97M-V/def2-TZVPD) results for C45H48FeN2O3P3S3 as an isolated structure in a non-equilibrium geometry.

Each line ends with the Löwdin spin population.
Positions of all 105 atoms, in Å:
Fe1 13.179848 12.483503 12.521190  3.659
O1 11.775186 10.728949 13.576496  0.037
C1 11.072959 10.970922 14.760471  0.002
C2 9.936796 10.268859 15.124779  0.000
C3 9.450825 10.404795 16.442831  0.000
C4 10.027076 11.280313 17.325252  0.000
C5 11.183501 12.018300 16.932017  0.001
C6 11.643913 11.926482 15.641448  0.006
P1 12.854209 13.063553 14.966373  0.033
C7 14.292261 12.890158 16.101117  0.003
C8 15.087384 11.721409 15.991607  0.001
C9 16.036010 11.444225 16.940676  0.000
C10 16.187114 12.280303 18.044091  0.001
C11 15.411741 13.410238 18.169195  0.000
C12 14.442131 13.716243 17.239927  0.002
C13 12.149817 14.698698 15.160638  0.007
C14 12.949142 15.833389 15.181499  0.006
C15 12.423628 17.082536 15.453147  0.001
C16 11.065793 17.198717 15.742012  0.003
C17 10.215191 16.089690 15.623259  0.001
C18 10.765813 14.829009 15.370634  0.003
C19 11.873337 9.436551 13.056789  0.003
C20 11.956866 8.309403 13.864384  0.001
C21 12.061296 7.075646 13.228132  0.001
C22 12.140770 6.975516 11.871276  0.000
C23 12.006328 8.100875 11.092830  0.001
C24 11.921604 9.354360 11.681353  0.003
P2 11.947129 11.061650 10.843636  0.028
C25 10.224884 11.510273 10.582385  0.006
C26 9.668715 12.523782 11.378426  0.005
C27 8.323600 12.868058 11.169830  0.000
C28 7.555330 12.253294 10.202085  0.000
C29 8.110925 11.263405 9.391579  0.000
C30 9.420112 10.860105 9.636363  0.001
C31 12.601938 10.767562 9.198074  0.004
C32 13.571767 9.778101 8.959523  0.003
C33 13.946856 9.472114 7.650287  0.000
C34 13.553753 10.252872 6.586554  0.003
C35 12.649347 11.305082 6.829998  0.001
C36 12.086449 11.440858 8.082121  0.002
H1 9.476371 9.598089 14.454723  0.000
H2 8.561852 9.835062 16.727800  0.000
H3 9.644886 11.378038 18.333814  0.000
H4 11.645391 12.727428 17.623083  0.000
H5 14.993269 11.036655 15.130141  0.000
H6 16.641465 10.545611 16.849539  0.000
H7 16.863249 11.966068 18.842233  0.000
H8 15.540458 14.082943 19.067352  0.000
H9 13.712357 14.522904 17.402074  0.000
H10 14.025641 15.768093 15.072867  0.001
H11 13.114310 17.932364 15.544071  0.000
H12 10.632792 18.130699 16.050612  0.000
H13 9.116285 16.223098 15.827756  0.000
H14 10.121424 13.929989 15.415907  0.000
H15 11.899887 8.446499 14.937076  0.000
H16 12.038163 6.166653 13.830629  0.000
H17 12.087550 5.995367 11.387077  0.000
H18 11.909608 8.021183 10.018967  0.000
H19 10.168096 13.055256 12.152561  0.004
H20 7.859383 13.622759 11.783225  0.000
H21 6.562316 12.666507 9.988796  0.000
H22 7.616954 10.858250 8.541989  0.000
H23 9.823615 10.089624 9.055580  0.000
H24 13.975890 9.119051 9.731907  0.000
H25 14.513587 8.599281 7.504689  0.000
H26 13.912242 10.031633 5.629258  0.000
H27 12.283119 11.855918 5.999505  0.000
H28 11.318778 12.238904 8.163413  0.000
S1 13.812743 14.749257 11.826961  0.261
C37 12.329025 15.424730 11.376090  0.041
N1 11.898526 15.319855 10.153181  0.008
C38 10.501593 15.713767 10.014181  0.001
C39 10.354380 16.567646 11.306721  0.002
N2 11.459258 16.053455 12.101405  0.013
H29 12.410094 14.904749 9.379108  -0.001
H30 9.877884 14.811594 9.977835  0.000
H31 10.283306 16.245424 9.108047  0.000
H32 9.394470 16.414278 11.833314  0.000
H33 10.557026 17.638006 11.230616  0.000
H34 11.557084 16.280145 13.108987  0.001
C40 18.458822 12.898038 13.324946  0.001
C41 18.286811 13.783715 12.091175  0.000
C42 17.508017 15.029423 12.362836  0.000
O2 17.603373 13.080968 10.979425  0.002
P3 16.286760 12.304191 10.702247  0.054
S2 14.969888 13.338734 9.548110  0.652
S3 15.452080 11.657738 12.423733  0.073
O3 16.699510 11.163455 9.705432  0.047
C43 17.996079 10.660078 9.185516  0.003
C44 18.587973 9.976231 10.381233  0.003
C45 18.808781 11.781595 8.632144  0.001
H35 19.216685 13.370974 13.962063  0.000
H36 18.831717 11.889128 13.055404  0.000
H37 17.522357 12.824423 13.904382  0.001
H38 19.295260 13.946412 11.720885  0.000
H39 16.442812 14.749975 12.575516  -0.001
H40 17.556260 15.661516 11.468783  0.000
H41 17.853599 15.565792 13.208219  0.000
H42 17.738895 9.945284 8.383688  0.000
H43 18.806278 10.775115 11.126935  0.000
H44 19.481695 9.429185 10.134363  0.001
H45 17.876680 9.320662 10.906491  0.000
H46 18.977308 12.558693 9.340388  0.000
H47 18.204196 12.235831 7.826807  0.001
H48 19.786023 11.417549 8.264029  0.000

Forces on atoms 1 to 6 (eV/Å):
0.383 -0.237 -0.040
-0.387 0.355 0.221
0.262 -0.059 0.716
0.736 0.657 1.067
-0.618 -0.052 -0.998
1.550 0.545 0.273

**HOMO energy (alpha / beta)**: -13.116 / -13.303 eV
**Calculated total energy**: -5560.76046 a.u.
**Total charge**: +2
**Strongest force on any atom**: 0.055 Eh/bohr
**Spin multiplicity**: 6
**Frontier orbital gap (alpha / beta)**: 0.3306 / 0.2362 Eh

Question: The highest calculated total energy belongs to which entry?
Answer: C45H48F3IrN3Sb2